Computed, not measured: a cluster of 2 separate species, FNO3 in total in a non-equilibrium geometry, with ωB97M-V/def2-TZVPD.

Structure (XYZ):
```
5
Properties=species:S:1:pos:R:3:forces:R:3:mulliken_charge:R:1
O 0.265213 1.211661 -1.129868 0.571 2.951 -1.887 -0.43
O -1.690334 -0.667982 0.439140 0.622 0.312 -0.565 -0.26
F -1.139872 -0.453357 1.689999 0.111 -0.021 0.233 -0.10
N 0.695739 0.258952 -0.693771 -5.832 1.037 0.999 1.19
O 1.216653 -0.644550 -0.329741 4.529 -4.278 1.220 -0.40
```
Positions in Å, forces in eV/Å.

Results
Energy relative to the best compared isomer or geometry (same formula, charge and spin), kJ/mol: 289.3
E_LUMO (alpha / beta), eV: -0.09 / -2.07
Frontier orbital gap (alpha / beta), eV: 10.15 / 5.48
HOMO level (alpha / beta), eV: -10.24 / -7.55
Spin multiplicity: 1
Largest force on an atom, eV/A: 6.349


Computed, not measured: a structure of composition FNO3S2 in a non-equilibrium geometry, with ωB97M-V/def2-TZVPD.

Structure (XYZ):
```
7
Properties=species:S:1:pos:R:3:forces:R:3:mulliken_charge:R:1
N -1.520759 1.345128 0.694792 -0.152 -0.730 0.285 -0.36
F 0.592762 0.899478 -0.797478 1.949 -0.460 -0.068 -0.32
O 0.052584 -0.728373 0.701037 0.096 -1.895 0.332 -0.18
S -1.226544 0.063999 0.124368 -2.999 0.611 -1.014 0.85
S 1.447971 -0.004064 0.417434 1.097 2.563 -0.380 0.83
O -1.779697 -0.792473 -0.905214 0.840 0.525 1.037 -0.45
O 2.433680 -0.783695 -0.234936 -0.831 -0.614 -0.192 -0.37
```
Positions in Å, forces in eV/Å.

Results
Energy relative to the best compared isomer or geometry (same formula, charge and spin), kJ/mol: 225.2
E_LUMO, eV: -1.04
Frontier orbital gap, eV: 10.26
HOMO level, eV: -11.30
Spin multiplicity: 1
Largest force on an atom, eV/A: 3.224


Computed, not measured: an isolated molecule of FPS in a non-equilibrium geometry, with ωB97M-V/def2-TZVPD.

Structure (XYZ):
```
3
Properties=species:S:1:pos:R:3:forces:R:3:mulliken_charge:R:1
F 1.496823 -0.405191 0.000000 -2.770 1.929 0.000 -0.35
P 0.060264 0.704391 0.000000 1.584 -2.477 0.000 0.49
S -1.557086 -0.299199 0.000000 1.186 0.548 0.000 -0.14
```
Positions in Å, forces in eV/Å.

Results
SMILES: FP=S
Energy relative to the best compared isomer or geometry (same formula, charge and spin), kJ/mol: 4.7
E_LUMO, eV: -1.74
Frontier orbital gap, eV: 8.79
HOMO level, eV: -10.52
Spin multiplicity: 1
Largest force on an atom, eV/A: 3.376


Computed, not measured: a structure of composition FeH11O6 in a non-equilibrium geometry, with ωB97M-V/def2-TZVPD.

Structure (XYZ):
```
18
Properties=species:S:1:pos:R:3:forces:R:3:mulliken_charge:R:1
H -1.798611 -0.071646 1.713612 -0.176 -0.155 0.522 0.29
Fe 0.216279 -0.079776 -0.027708 3.429 -0.454 -2.326 0.78
H 1.887519 1.954504 0.217312 0.668 -0.155 -0.396 0.34
O 0.611179 -1.069436 1.675762 -0.158 -0.180 0.388 -0.38
O 1.057199 1.634964 0.570422 -0.056 0.509 0.474 -0.40
O -1.521531 0.326794 0.888562 -0.622 0.260 0.594 -0.29
O -0.864661 -1.528606 -0.867998 0.022 -0.859 -0.320 -0.33
H 2.734299 -0.880026 -1.137558 -0.651 0.205 0.165 0.31
H -0.376081 -2.170406 -1.383378 0.532 -0.419 -0.367 0.33
O -0.546021 1.006574 -1.633388 -0.181 0.223 -0.088 -0.34
H -1.074261 1.795344 -1.756038 -0.218 0.503 0.126 0.30
H -0.303441 0.739924 -2.520108 0.300 -0.315 -0.506 0.33
H 0.650969 2.406984 0.964382 -0.388 0.334 0.413 0.34
H 1.474489 -1.274886 2.034522 0.767 -0.085 -0.065 0.32
H -2.238551 0.915884 0.653832 -0.390 0.414 -0.350 0.30
H -1.756341 -1.875196 -0.835998 -0.643 0.113 0.220 0.32
H -0.000841 -1.306146 2.372642 -0.324 -0.226 0.355 0.30
O 1.848399 -0.524846 -0.928868 -1.910 0.288 1.161 -0.53
```
Positions in Å, forces in eV/Å.

Results
Energy relative to the best compared isomer or geometry (same formula, charge and spin), kJ/mol: 56.8
E_LUMO (alpha / beta), eV: -7.35 / -9.88
Net charge: +2
Frontier orbital gap (alpha / beta), eV: 12.16 / 8.90
HOMO level (alpha / beta), eV: -19.50 / -18.78
Spin multiplicity: 6
Largest force on an atom, eV/A: 4.168


| no. | E_tot (eV) |
| --- | --- |
| 1 | -10339.328 |
| 2 | -32015.881 |
| 3 | -22841.899 |
| 4 | -46834.785 |